Computed, not measured: a 4-piece molecular cluster, C16H32O4 overall, with the ωB97M-V functional and the def2-TZVPD basis.

Computed properties:
Energy (hartree): -929.72073
Multiplicity: 1
Frontier orbital gap (Ha): 0.3724
HOMO level (eV): -9.275
Energy relative to the best compared isomer or geometry (same formula, charge and spin) (kJ/mol): 8.8
Largest force on an atom (eV/Å): 1.75
SMILES: C1CCOC1.C1CCOC1.C1CCOC1.C1CCOC1

Geometry as XYZ:
```
52
Properties=species:S:1:pos:R:3:forces:R:3
O 27.3988 5.6651 9.1687 0.0 0.2 0.2
O 27.8157 8.8140 4.0299 -0.1 0.2 0.3
O 31.9071 4.4408 6.9939 -0.1 -0.1 0.2
O 33.3544 1.3418 5.6391 -0.1 -0.2 0.0
C 27.8333 7.1810 5.6813 0.0 -0.7 -0.1
C 35.1837 0.3119 6.6836 -0.6 -0.9 -0.1
C 30.7112 3.8569 6.5012 0.1 -0.4 0.0
C 32.2176 3.8611 8.2997 0.3 1.0 -1.4
C 31.0849 2.9029 8.6334 0.2 -0.1 0.1
C 29.9522 3.3704 7.7228 -0.5 -0.2 0.2
C 34.4371 2.2298 5.4235 0.4 0.3 0.2
C 27.5965 4.8618 10.3342 0.0 -0.1 -0.4
C 27.8860 8.6719 5.4478 -0.4 0.4 -0.1
C 28.7289 6.6713 4.5474 0.1 0.1 -0.2
C 25.2442 5.0878 9.8392 0.6 -0.1 -0.5
C 33.6649 0.5109 6.7434 0.3 0.1 0.0
C 26.2149 4.6450 10.9526 -0.6 -0.3 0.1
C 26.1650 5.2123 8.6204 0.2 0.4 -0.1
C 35.6974 1.6216 6.0890 -0.1 -0.3 -0.1
C 28.5689 7.7673 3.4673 0.6 -0.6 -0.5
H 26.0307 3.5967 11.1962 0.2 0.0 0.0
H 35.5814 -0.0223 7.6422 0.1 0.4 0.1
H 28.3037 5.3706 10.9835 0.1 0.0 0.0
H 28.0146 3.9023 10.0037 0.1 0.0 0.2
H 29.3454 4.1451 8.1966 0.2 0.2 -0.2
H 25.7938 5.9685 7.9272 0.2 0.0 -0.1
H 34.2008 3.2037 5.8658 0.0 0.0 -0.1
H 28.8092 9.1318 5.8173 0.0 -0.1 0.1
H 24.4284 4.3929 9.6557 -0.1 0.1 0.2
H 29.2651 2.5585 7.4719 0.1 0.0 0.0
H 35.3874 -0.5201 6.0027 0.0 0.1 -0.1
H 27.0278 9.2050 5.8565 0.1 0.1 0.1
H 30.1331 4.5730 5.9210 0.2 0.2 0.0
H 33.3864 0.9972 7.6894 -0.1 0.0 0.0
H 28.4617 5.6936 4.1460 -0.1 0.0 0.2
H 36.4690 1.3871 5.3582 0.1 0.3 0.0
H 29.7577 6.5955 4.9043 0.0 0.1 -0.1
H 28.1683 6.8444 6.6625 0.1 0.2 0.0
H 33.2099 3.4164 8.1897 -0.1 -0.3 0.3
H 36.1167 2.2855 6.8420 0.0 0.0 0.0
H 28.0535 7.3942 2.5788 -0.2 0.0 0.1
H 26.0495 5.1986 11.8757 0.1 0.2 -0.1
H 29.5501 8.1144 3.1140 -0.1 0.1 0.2
H 31.3339 1.8807 8.3425 0.2 0.0 0.1
H 33.1003 -0.4114 6.6164 0.0 0.0 0.2
H 34.5670 2.3504 4.3486 -0.1 0.0 0.0
H 24.8772 6.0946 10.0260 -0.3 -0.1 0.1
H 30.9873 3.0078 5.8612 -0.2 0.0 0.0
H 32.3178 4.7598 8.9118 -0.2 -0.4 0.6
H 26.3818 4.3026 8.0449 -0.4 -0.2 0.2
H 26.8178 6.8015 5.5445 -0.1 0.2 0.0
H 30.8697 2.9132 9.7011 -0.2 0.0 0.0
```
Forces are in eV/Å.

Results of the Löwdin charge analysis, in e, for atoms 1 through 8: -0.167, -0.137, -0.154, -0.145, -0.169, -0.167, -0.203, -0.167

Computed, not measured: C16H33AsFMoSe3Si3Te as an isolated structure, with the ωB97M-V functional and the def2-TZVPD basis.

Computed properties:
Energy (hartree): -11373.15526
Multiplicity: 1
Frontier orbital gap (spin up / spin down) (Ha): 0.1524 / 0.1523
HOMO level (spin up / spin down) (eV): -16.650 / -16.649
Net charge: +3
Largest force on an atom (eV/Å): 0.49

Geometry as XYZ:
```
59
Properties=species:S:1:pos:R:3:forces:R:3
Te -2.6269 -3.4156 0.2589 0.3 0.1 0.0
Mo 0.3299 -0.6234 -0.6362 -0.2 0.1 0.4
Se -0.1893 -2.8928 -0.1727 -0.1 -0.1 0.0
Se -3.5867 -1.2749 0.0285 -0.1 0.1 0.0
Se -1.8174 0.2770 -0.4042 0.3 -0.2 0.1
As 0.8241 -0.1223 -2.9471 0.2 0.2 -0.4
Si 3.1304 -1.2168 -2.6777 -0.1 -0.1 -0.1
Si 1.1515 2.3730 -3.3589 -0.3 -0.3 0.1
Si -0.5429 -1.3213 -4.6939 0.1 0.1 0.1
F 0.8311 1.6541 6.1745 0.0 0.0 0.0
C 3.0442 -2.7907 -1.6803 0.0 0.0 -0.1
C 4.2096 0.0899 -1.9271 0.0 0.1 -0.1
C -0.5431 -3.0890 -4.1436 0.1 0.0 0.0
C 2.2294 2.4375 -4.8535 0.1 -0.1 0.0
C 1.4270 2.0237 2.6809 0.0 0.0 0.0
C 1.8586 3.0703 -1.7967 0.2 0.1 0.1
C 3.5030 -1.5703 -4.4611 -0.1 0.0 0.1
C 1.2730 0.3770 0.8633 -0.2 0.2 -0.1
C 0.7101 0.0240 4.5200 0.0 0.1 0.1
C 0.3477 -0.9897 -6.2762 0.0 0.0 0.0
C -0.5866 2.9403 -3.6423 0.0 0.0 0.0
C 0.9425 1.3482 4.9068 0.0 0.0 0.0
C -2.2067 -0.5139 -4.6042 0.0 0.0 0.0
C 1.1817 0.7027 2.2462 0.0 -0.2 0.1
C 1.3001 2.3520 4.0066 0.0 0.0 0.0
C 0.8324 -0.2897 3.1939 0.0 0.0 -0.1
H 2.2727 -3.4792 -2.0283 0.0 0.0 0.0
H -2.2082 0.4579 -5.0958 0.0 0.1 0.0
H 1.7754 1.1357 0.2359 0.0 -0.1 -0.1
H 1.7321 -0.6976 0.7008 0.0 -0.1 0.0
H 5.2263 -0.3137 -1.8772 0.0 0.0 0.0
H 2.5402 3.4762 -5.0061 0.0 0.0 0.0
H 3.3631 -0.7207 -5.1291 0.0 0.0 0.0
H 0.6817 -1.3114 2.8640 0.0 0.0 0.0
H -0.2804 -1.3929 -7.0783 0.0 0.0 0.0
H 0.4621 0.0779 -6.4658 0.0 0.0 0.0
H 1.4796 3.3538 4.3720 0.0 0.0 0.0
H -0.5569 4.0127 -3.8656 0.0 0.0 0.0
H 2.9199 -2.4147 -4.8322 0.0 0.0 0.0
H -2.5849 -0.3932 -3.5882 0.0 0.0 0.0
H 3.9330 0.3810 -0.9131 0.0 0.0 0.0
H 2.0944 4.1185 -2.0154 0.0 0.0 0.1
H -1.0932 -3.6781 -4.8838 0.0 0.0 0.0
H 1.1305 3.0814 -0.9835 -0.1 0.0 0.0
H 3.1328 1.8323 -4.7737 0.0 0.0 0.0
H 0.4587 -0.7094 5.2736 0.0 0.0 0.0
H -1.2260 2.8052 -2.7694 0.0 0.0 0.0
H 1.3216 -1.4696 -6.3488 0.0 0.0 0.0
H -2.9113 -1.1456 -5.1545 0.0 0.0 0.0
H -1.0556 2.4519 -4.4928 0.0 0.0 -0.1
H 4.0059 -3.2906 -1.8430 0.0 0.0 0.0
H 4.5576 -1.8637 -4.5013 0.0 0.0 0.0
H 1.6795 2.1264 -5.7424 0.0 0.0 0.0
H 1.7138 2.7852 1.9655 0.0 0.0 0.0
H 2.7828 2.6015 -1.4502 0.0 0.0 -0.1
H -1.0454 -3.2101 -3.1847 0.0 0.0 0.0
H 2.9468 -2.6557 -0.6020 0.0 0.0 0.0
H 0.4618 -3.5095 -4.0727 0.0 0.0 0.0
H 4.2543 0.9872 -2.5500 0.0 -0.1 0.0
```
Forces are in eV/Å.

Results of the Löwdin charge analysis, in e, for atoms 1 through 8: 0.746, 0.270, 0.120, 0.125, 0.226, 0.781, 0.399, 0.399

Computed, not measured: a 2-piece molecular cluster, C16H33ClFN2O7P2S overall, with the ωB97M-V functional and the def2-TZVPD basis.

Computed properties:
Energy (hartree): -2906.44221
Multiplicity: 1
Frontier orbital gap (Ha): 0.3385
HOMO level (eV): -11.593
Net charge: +1
Largest force on an atom (eV/Å): 3.31

Geometry as XYZ:
```
63
Properties=species:S:1:pos:R:3:forces:R:3
Cl -3.5053 -2.8877 -1.3793 0.5 -0.1 -0.2
S -1.5819 -2.2917 3.5669 0.1 0.2 -0.5
P -2.3010 -2.4386 1.7580 0.0 0.3 2.3
P 2.0671 1.1160 1.3287 1.5 -0.6 1.1
F -0.4544 0.0205 -3.7713 -0.3 0.1 -0.6
O -1.6514 -4.5115 -2.2142 -0.5 2.8 1.7
O -2.0381 -3.8783 1.1769 0.1 0.1 -0.9
O -0.3645 0.7844 2.9083 0.8 0.0 0.2
O 0.1765 2.9801 -1.1519 -0.3 -0.3 0.2
O -3.8791 -2.4024 1.8320 -0.2 0.1 -0.8
O 0.7832 -1.6656 1.3753 -0.4 0.1 0.2
O 1.7837 2.6049 1.8994 -0.6 -0.4 -0.5
N 0.4255 0.5147 0.6551 -0.3 0.8 -0.3
N -1.9034 -1.2207 0.6451 0.4 -1.2 0.7
C -1.1809 -0.4062 -1.5493 0.3 0.0 -0.2
C -0.6543 -2.7369 -0.9689 -1.0 -0.3 0.3
C -1.6970 4.3064 -1.7549 0.1 0.1 -0.1
C -0.7235 0.8432 1.5876 -0.2 0.0 0.4
C 0.3048 3.3227 -2.5518 0.1 0.3 -0.2
C 3.5412 -1.7792 2.8939 0.3 -0.3 -0.3
C -0.8591 -1.3522 -0.3641 0.1 0.9 -0.9
C 3.2151 -2.1575 1.4497 -0.2 0.2 0.3
C -0.0140 -0.1209 -2.4908 0.3 0.3 0.7
C -1.1146 3.4089 -0.6769 -0.1 0.0 -0.1
C -1.8397 -3.4812 -1.5831 0.2 -2.8 -1.7
C -2.0166 0.0993 1.2537 0.1 0.4 -1.3
C 1.8077 -2.6561 1.2424 0.5 -0.4 0.3
C 0.4859 -0.9217 0.2497 0.4 -0.6 0.3
C -1.0864 3.7123 -3.0231 -0.1 -0.2 0.1
C 2.8444 1.4367 -0.2852 -0.9 -0.2 -0.5
H 0.1196 -0.0304 3.1051 -0.4 -0.4 0.2
H -1.7425 2.5190 -0.5244 0.0 0.2 0.0
H 3.4235 -1.3397 0.7676 0.1 0.2 -0.2
H -1.5532 0.5520 -1.2094 -0.2 0.1 0.1
H 0.4507 0.8213 -2.2075 0.2 0.0 0.0
H 2.6730 -1.7469 3.5354 -0.3 0.2 0.1
H -2.5977 0.0938 2.1560 -0.1 -0.2 0.5
H 3.2300 0.5371 -0.7480 0.2 -0.4 0.1
H 4.0826 -0.8503 2.9445 0.0 0.5 0.1
H 0.7746 -0.8640 -2.4790 0.0 -0.4 -0.1
H -0.9268 1.8896 1.4001 -0.1 0.3 -0.1
H 3.8678 -2.9638 1.1470 0.2 -0.3 -0.2
H -0.9955 3.9211 0.2809 0.1 0.0 0.0
H -1.3491 5.3310 -1.6169 0.0 0.0 0.0
H 0.2796 1.1097 -0.1718 -0.1 -0.1 -0.3
H 1.3043 -1.0445 -0.4487 0.1 0.3 -0.5
H -2.5693 0.7305 0.5658 -0.2 0.2 -0.2
H 2.1296 1.8639 -0.9777 0.0 0.3 -0.2
H -1.9671 -0.8289 -2.1539 -0.4 -0.3 -0.1
H 0.9123 2.9551 1.6962 0.0 0.6 0.0
H -4.1218 -1.7533 2.4955 -0.4 0.0 0.4
H 0.0661 -2.7056 -1.7681 0.3 0.3 -0.4
H 4.2153 -2.5183 3.2992 0.1 -0.3 0.3
H -1.2665 -4.2053 1.6536 0.1 -0.4 0.2
H -2.7844 4.3136 -1.7526 0.0 0.0 0.0
H 0.7155 2.4716 -3.0963 0.0 0.1 0.0
H -1.6449 2.8243 -3.3283 0.0 0.0 0.0
H -0.2556 -3.4373 -0.2582 0.1 -0.2 0.3
H 1.7588 -3.1882 0.2986 -0.3 0.1 -0.4
H -1.0641 4.4038 -3.8613 0.0 0.0 0.0
H 3.6631 2.1277 -0.1774 0.3 0.3 0.3
H 1.0043 4.1574 -2.6334 0.0 0.0 0.0
H 1.5979 -3.3878 2.0093 -0.3 -0.2 0.3
```
Forces are in eV/Å.

Results of the Löwdin charge analysis, in e, for atoms 1 through 8: 0.766, 0.384, 0.165, 1.027, 0.007, 0.062, -0.168, 0.004

Computed, not measured: a 3-piece molecular cluster, C16H33ClIN4OP overall, with the ωB97M-V functional and the def2-TZVPD basis.

Computed properties:
Energy (hartree): -2022.84676
Multiplicity: 1
Frontier orbital gap (Ha): 0.2679
HOMO level (eV): -8.194
Largest force on an atom (eV/Å): 7.01
SMILES: N#C[C@@H](I)[C@@H](C#N)P(O)Cl.CCN(CC)CC.CCN(CC)CC

Geometry as XYZ:
```
57
Properties=species:S:1:pos:R:3:forces:R:3
I 2.5109 1.6775 -6.1296 0.0 -0.6 0.8
Cl 0.4707 -1.3672 -6.6821 0.2 0.0 1.3
P -0.3270 -0.2437 -5.0772 -2.7 -0.2 -0.4
O -1.4025 -1.3569 -4.2720 3.2 1.1 -0.3
N 3.9964 -1.9696 -4.5886 -4.2 5.6 -0.2
N 2.7565 2.4512 2.4300 0.2 0.1 0.2
N 0.3644 2.5801 -2.4491 0.2 -6.0 -3.1
N -2.2807 -2.4334 -0.3985 0.3 0.1 -0.3
C 2.7763 1.2947 1.5402 0.0 0.1 0.0
C -3.5660 -2.0989 -1.0076 -0.2 -0.3 -0.1
C -4.5311 -1.2341 -0.1993 -0.2 0.2 0.0
C -2.3347 -3.1345 0.8813 -0.1 -0.1 -0.1
C 0.9934 0.1774 -3.7706 0.1 -0.4 1.7
C 2.9339 2.1000 3.8373 0.3 -0.1 -0.1
C -1.4716 -0.1774 0.4941 0.1 0.3 0.0
C 0.2745 3.0032 2.1686 -0.3 0.1 0.0
C 3.2831 -0.9837 -4.5933 2.3 -2.6 0.9
C -1.2774 -1.3724 -0.4360 0.2 -0.2 0.1
C 0.4530 1.5056 -3.0089 1.4 3.4 1.2
C 1.8483 1.2543 4.4989 -0.1 -0.1 0.2
C 2.8932 1.6535 0.0643 -0.1 0.2 -0.1
C -3.1491 -4.4226 0.8404 -0.1 0.0 0.0
C 2.4841 0.3840 -4.3376 0.8 -0.6 1.1
C 1.7319 3.4567 2.1598 0.1 0.1 -0.3
H 1.8472 4.2901 2.8626 0.2 -0.2 0.1
H 0.9642 -0.6669 -2.9684 0.4 1.5 -1.2
H 2.0014 2.1679 -0.3017 0.1 0.0 0.0
H -4.6135 -1.5572 0.8411 0.0 0.0 0.0
H 3.0087 0.7417 -0.5294 0.0 0.0 0.1
H 3.8853 1.5626 3.9329 -0.1 0.0 -0.2
H 3.0590 0.9971 -3.5356 -0.8 -1.3 -1.5
H -1.1775 -1.0048 -1.4649 -0.3 0.0 0.0
H -2.7253 -2.4919 1.6797 0.0 0.0 0.1
H -0.5517 0.4140 0.5267 -0.1 -0.1 0.0
H -1.3153 -3.4112 1.1730 0.0 0.2 -0.1
H -4.0787 -3.0336 -1.2599 0.1 0.0 0.1
H -2.2632 0.4837 0.1417 0.0 0.0 0.1
H -5.5325 -1.2969 -0.6369 0.1 0.0 0.0
H -0.3030 -1.8225 -0.2076 -0.1 -0.1 0.1
H -4.2440 -0.1829 -0.2151 0.0 0.0 0.1
H -0.3488 3.7625 1.6856 0.1 -0.1 0.0
H -0.8490 -1.9357 -3.6931 -0.8 0.2 -0.5
H 3.0741 3.0151 4.4242 -0.1 0.0 -0.2
H 1.5725 0.3844 3.8981 0.0 0.1 0.0
H 0.1244 2.0695 1.6232 0.0 0.1 0.1
H 3.6469 0.6771 1.7883 -0.1 0.1 0.2
H 2.2100 0.8813 5.4621 0.0 0.0 -0.1
H 1.9395 3.9045 1.1816 0.1 -0.2 0.0
H -1.6994 -0.4784 1.5193 0.0 0.0 -0.1
H -2.7896 -5.0926 0.0545 0.0 0.1 0.0
H -4.2120 -4.2291 0.6765 0.1 0.0 0.0
H -3.0587 -4.9475 1.7953 0.0 0.1 -0.1
H 1.8917 0.6607 1.6808 -0.1 -0.2 -0.1
H 3.7649 2.2871 -0.1224 -0.1 0.0 0.1
H -0.1064 2.8794 3.1823 0.0 -0.1 -0.1
H 0.9494 1.8370 4.7002 0.0 -0.1 0.0
H -3.3941 -1.6201 -1.9789 0.2 0.0 0.2
```
Forces are in eV/Å.

Results of the Löwdin charge analysis, in e, for atoms 1 through 8: 0.801, 0.149, 0.594, -0.377, 0.128, -0.191, 0.146, -0.191